(1)
15
Properties=species:S:1:pos:R:3:forces:R:3:lowdin_charge:R:1 method="wB97M-V/def2-TZVPD" de_lowest_ev=1.148 lumo_energy_ev=1.00 homo_ev=-9.5 mol_weight_g_mol=87.122 energy_ha=-287.79025 gap_ev=10.5
O -1.203275 2.564588 0.035872 -0.056 0.073 0.027 0.062
N 1.111546 1.093185 0.423576 -0.402 -0.295 0.252 0.058
C 0.495772 -1.854381 0.250392 -0.311 0.042 -0.065 -0.106
C 0.020125 0.538421 -0.375760 0.294 0.506 0.216 -0.381
C -1.101498 1.537173 -0.577007 0.092 -0.210 -0.221 -0.229
C -0.523565 -0.720463 0.286572 -0.258 -0.845 -0.285 -0.237
H 0.574763 -2.231287 -0.771091 0.289 -0.018 0.034 0.072
H -1.841878 1.249296 -1.351555 -0.108 0.038 0.125 0.127
H 1.448389 -1.485058 0.618375 0.186 -0.024 -0.151 0.065
H 0.399723 0.286889 -1.373138 -0.097 -0.099 -0.001 0.147
H -0.787158 -0.520095 1.302113 0.069 0.528 0.883 0.105
H 0.800466 1.920183 0.916015 -0.170 0.045 0.074 0.068
H 0.202692 -2.687289 0.888323 -0.113 -0.004 -0.002 0.069
H 1.881752 1.369882 -0.144258 0.484 0.156 -0.422 0.066
H -1.477853 -1.061043 -0.128429 0.101 0.107 -0.463 0.111

(2)
15
Properties=species:S:1:pos:R:3:forces:R:3:lowdin_charge:R:1 method="wB97M-V/def2-TZVPD" de_lowest_ev=3.032 lumo_energy_ev=0.76 homo_ev=-7.8 mol_weight_g_mol=87.122 energy_ha=-287.72102 gap_ev=8.5
O -1.432978 1.442845 0.916822 0.161 -0.076 -0.004 0.014
N -2.588730 -0.439433 0.362261 -0.001 0.026 0.001 0.195
C 2.240845 0.009934 -0.439280 0.066 -0.012 0.000 -0.133
C -0.080553 -0.287755 0.508247 -0.105 -0.288 -0.112 -0.168
C 0.742829 0.109411 -0.720312 0.019 0.118 -0.057 -0.303
C -1.433077 0.199943 0.546981 0.028 -0.170 0.008 -0.534
H 2.832365 0.276236 -1.323154 -0.084 -0.044 0.138 0.066
H 0.046774 -1.343682 0.771744 -0.037 0.151 -0.056 0.090
H -0.301327 1.116617 1.165700 -0.187 0.189 0.003 0.193
H 0.497083 1.138239 -1.016330 0.031 -0.149 0.053 0.105
H -3.458281 -0.000474 0.625027 0.122 -0.049 -0.045 0.118
H 0.508029 -0.522952 -1.593561 0.007 0.073 0.154 0.099
H -2.607709 -1.361255 -0.041500 0.051 0.165 0.087 0.118
H 2.512576 -1.012194 -0.147695 -0.033 0.160 -0.041 0.069
H 2.522151 0.674515 0.385052 -0.039 -0.095 -0.129 0.070

(3)
15
Properties=species:S:1:pos:R:3:forces:R:3:lowdin_charge:R:1 method="wB97M-V/def2-TZVPD" de_lowest_ev=1.838 lumo_energy_ev=1.00 homo_ev=-9.1 mol_weight_g_mol=87.122 energy_ha=-287.76490 gap_ev=10.1
O -0.809880 2.491841 1.878843 0.363 -0.426 -0.187 0.048
N 0.091207 -0.523147 0.178277 0.038 0.075 0.018 -0.286
C -0.663739 0.708081 0.286609 -0.188 0.157 -0.017 -0.196
C 1.312703 -0.205821 -0.533957 0.278 -0.013 -0.085 -0.113
C -0.134012 1.635007 1.360919 -0.272 0.351 0.100 -0.233
C -0.682149 -1.559469 -0.488280 -0.083 -0.102 -0.023 -0.109
H 0.943843 1.521474 1.616024 -0.249 -0.038 0.077 0.120
H 1.812854 -1.116621 -0.866197 -0.012 0.101 -0.016 0.085
H -1.723575 0.505849 0.475546 0.191 0.142 0.016 0.130
H -1.035097 -1.253492 -1.490491 0.068 -0.039 0.098 0.090
H -0.078309 -2.467965 -0.596093 -0.083 0.222 0.034 0.084
H 1.999817 0.339255 0.119883 -0.021 -0.069 -0.125 0.076
H -0.563391 1.277124 -0.669299 -0.417 -0.049 0.268 0.128
H -1.555652 -1.808815 0.123363 0.118 0.050 -0.122 0.085
H 1.085379 0.456700 -1.395148 0.270 -0.361 -0.036 0.090

(4)
15
Properties=species:S:1:pos:R:3:forces:R:3:lowdin_charge:R:1 method="wB97M-V/def2-TZVPD" de_lowest_ev=2.916 lumo_energy_ev=0.73 homo_ev=-7.9 mol_weight_g_mol=87.122 energy_ha=-287.72528 gap_ev=8.6
O -4.718953 -0.994273 0.158645 0.802 -0.683 2.243 -0.097
N 2.280810 -1.027619 -0.904863 -3.905 -1.918 0.131 0.067
C -0.554719 1.004186 0.446136 0.560 -2.893 -2.110 0.037
C 2.325371 1.103411 0.205772 -3.681 1.057 0.618 0.032
C 0.190182 0.094141 -0.257515 -1.815 1.269 1.305 -0.118
C 1.629446 0.069119 -0.271124 2.054 -0.740 -1.409 -0.444
H -1.600624 0.871383 0.475336 -1.129 -0.099 -0.258 0.030
H 1.778147 -1.903924 -1.288337 0.981 2.532 1.195 0.129
H 1.597952 1.925401 0.558872 2.280 -1.046 -0.373 0.078
H 3.210922 -0.983254 -1.156221 1.930 0.372 -0.373 0.042
H -3.790234 -1.063130 0.489821 -0.711 0.258 -0.915 0.039
H 3.338720 1.036028 0.384119 1.965 0.432 0.224 0.028
H -0.303420 -0.695863 -0.811402 -0.231 -0.012 0.140 0.094
H -5.143975 -1.284872 1.008364 -0.074 0.422 -1.320 0.055
H -0.239625 1.849261 0.962390 0.974 1.049 0.901 0.029

(5)
15
Properties=species:S:1:pos:R:3:forces:R:3:lowdin_charge:R:1 method="wB97M-V/def2-TZVPD" de_lowest_ev=5.644 lumo_energy_ev=0.83 homo_ev=-7.6 mol_weight_g_mol=87.122 energy_ha=-287.62504 gap_ev=8.4
O 1.996189 -0.056651 1.276312 -0.612 -0.359 0.029 -0.102
N 1.002252 0.409755 0.339578 -0.018 -0.100 0.528 -0.143
C 2.334749 -0.044682 -0.151841 0.188 0.175 -0.589 -0.099
C -0.209599 -0.420154 0.081065 0.062 -0.103 0.166 -0.380
C -0.530614 -0.420033 -1.415222 0.136 0.068 0.086 -0.053
C -1.365293 0.067884 0.949959 0.030 0.003 0.040 -0.056
H 0.806167 1.333679 0.713517 -0.050 0.292 -0.581 0.168
H 0.099430 -1.419655 0.388960 0.002 0.024 -0.047 0.146
H -0.899143 0.557195 -1.751262 0.075 -0.131 0.093 0.082
H -1.674986 1.085179 0.673556 0.092 -0.172 0.017 0.083
H 0.369530 -0.679754 -1.980033 -0.140 0.040 0.087 0.072
H -1.088909 0.060046 2.009577 -0.047 -0.001 -0.136 0.084
H -2.235838 -0.584416 0.821076 0.188 0.105 0.005 0.085
H -1.307250 -1.164766 -1.631423 0.175 0.177 0.129 0.086
H 2.909448 0.884095 -0.330506 -0.080 -0.017 0.174 0.026

(6)
15
Properties=species:S:1:pos:R:3:forces:R:3:lowdin_charge:R:1 method="wB97M-V/def2-TZVPD" de_lowest_ev=2.741 lumo_energy_ev=0.80 homo_ev=-9.4 mol_weight_g_mol=87.122 energy_ha=-287.73172 gap_ev=10.2
O -0.060066 1.146344 -2.027102 -0.079 0.076 0.269 -0.139
N -0.398044 0.018640 0.682290 0.534 0.292 0.525 0.002
C 1.339059 0.987251 2.251850 -0.082 -0.040 -0.088 0.019
C 0.352739 -0.064791 -2.604412 0.136 -0.396 -0.300 -0.197
C 0.431178 0.458673 1.470354 -0.278 -0.135 -0.247 -0.187
C -1.374792 -0.994086 1.072784 -0.154 -0.137 0.027 -0.088
H -0.217835 0.957777 -1.087854 -0.014 0.083 -0.119 0.020
H 1.354560 -0.378412 -2.268627 -0.165 0.095 -0.032 0.074
H -0.346517 -0.891412 -2.397138 0.097 0.165 -0.036 0.070
H -1.215443 -1.365013 2.091556 -0.002 0.074 -0.148 0.081
H 1.109908 1.881813 2.819258 0.005 -0.126 -0.071 0.057
H -1.317274 -1.826183 0.366156 -0.002 0.124 0.105 0.077
H 2.327566 0.549252 2.322758 -0.142 0.026 -0.031 0.056
H -2.374530 -0.558092 0.996626 0.138 -0.065 -0.001 0.082
H 0.389492 0.078240 -3.688501 0.008 -0.037 0.147 0.075

(7)
15
Properties=species:S:1:pos:R:3:forces:R:3:lowdin_charge:R:1 method="wB97M-V/def2-TZVPD" de_lowest_ev=0.991 lumo_energy_ev=0.88 homo_ev=-9.3 mol_weight_g_mol=87.122 energy_ha=-287.79604 gap_ev=10.2
O 0.069693 2.264578 0.784775 -0.012 0.495 0.177 0.013
N 0.004524 0.019891 0.623387 0.728 -0.116 0.046 -0.183
C -0.270213 1.191366 1.227629 -0.803 -0.408 0.607 -0.357
C -0.048527 0.308657 -1.831802 -0.788 0.042 -1.086 -0.100
C -0.342403 -1.254304 1.205230 -0.460 -0.877 -1.298 -0.067
C 0.826228 0.077976 -0.595753 -0.359 -0.897 0.178 -0.224
H 0.529158 0.033873 -2.790699 -0.924 0.663 1.409 0.089
H 0.526906 -1.954093 1.229731 -0.504 0.638 0.129 0.094
H -0.361847 1.400094 -1.823811 0.359 -1.344 -0.329 0.084
H -1.124636 -1.736100 0.546971 0.641 0.225 0.840 0.100
H -0.741893 -1.111795 2.203954 -0.041 -0.053 0.066 0.076
H -0.908092 1.055456 2.159383 0.641 0.248 -0.643 0.146
H 1.499654 0.931575 -0.435621 0.087 -0.494 -0.341 0.115
H 1.361761 -0.905042 -0.678241 -0.229 0.997 0.144 0.122
H -1.020313 -0.322131 -1.825133 1.663 0.881 0.101 0.092

(8)
15
Properties=species:S:1:pos:R:3:forces:R:3:lowdin_charge:R:1 method="wB97M-V/def2-TZVPD" de_lowest_ev=4.972 lumo_energy_ev="0.90 / 0.91" homo_ev="-6.8 / -6.1" mol_weight_g_mol=87.122 energy_ha=-287.64974 gap_ev="7.7 / 7.0"
O -0.145579 1.100126 1.547916 0.308 0.664 0.291 -0.063
N -0.295319 -0.389484 -0.169320 0.314 0.096 -0.076 -0.206
C -0.066529 2.091299 0.625707 -0.324 0.416 0.160 -0.086
C 0.924790 0.163367 -0.863342 -0.040 -0.415 -0.182 -0.076
C -0.325660 -0.113687 1.172611 -0.013 -0.720 -0.184 -0.228
C -0.582284 -1.779082 -0.491252 -0.010 -0.124 -0.096 -0.091
H -0.433757 -1.923766 -1.562979 -0.069 -0.034 0.134 0.084
H 1.718474 0.494466 -0.183412 -0.296 -0.219 -0.007 0.088
H 0.717932 0.995963 -1.545124 -0.139 -0.320 0.198 0.078
H 1.296602 -0.686676 -1.429712 0.193 0.046 -0.135 0.075
H -0.380409 -0.869087 1.951656 -0.046 0.156 -0.191 0.138
H 0.151205 3.042463 1.075785 -0.276 0.118 0.169 0.045
H 0.077489 -2.476706 0.050133 -0.063 0.053 -0.107 0.090
H -1.621538 -2.032949 -0.258266 0.170 0.154 0.034 0.088
H -0.768461 1.975827 -0.195256 0.291 0.128 -0.008 0.063

Copy entry 4 word for word.
15
Properties=species:S:1:pos:R:3:forces:R:3:lowdin_charge:R:1 method="wB97M-V/def2-TZVPD" de_lowest_ev=2.916 lumo_energy_ev=0.73 homo_ev=-7.9 mol_weight_g_mol=87.122 energy_ha=-287.72528 gap_ev=8.6
O -4.718953 -0.994273 0.158645 0.802 -0.683 2.243 -0.097
N 2.280810 -1.027619 -0.904863 -3.905 -1.918 0.131 0.067
C -0.554719 1.004186 0.446136 0.560 -2.893 -2.110 0.037
C 2.325371 1.103411 0.205772 -3.681 1.057 0.618 0.032
C 0.190182 0.094141 -0.257515 -1.815 1.269 1.305 -0.118
C 1.629446 0.069119 -0.271124 2.054 -0.740 -1.409 -0.444
H -1.600624 0.871383 0.475336 -1.129 -0.099 -0.258 0.030
H 1.778147 -1.903924 -1.288337 0.981 2.532 1.195 0.129
H 1.597952 1.925401 0.558872 2.280 -1.046 -0.373 0.078
H 3.210922 -0.983254 -1.156221 1.930 0.372 -0.373 0.042
H -3.790234 -1.063130 0.489821 -0.711 0.258 -0.915 0.039
H 3.338720 1.036028 0.384119 1.965 0.432 0.224 0.028
H -0.303420 -0.695863 -0.811402 -0.231 -0.012 0.140 0.094
H -5.143975 -1.284872 1.008364 -0.074 0.422 -1.320 0.055
H -0.239625 1.849261 0.962390 0.974 1.049 0.901 0.029